(1)
# C25H40AlNO2PS

A structure of composition C25H40AlNO2PS in a non-equilibrium geometry (ωB97M-V/def2-TZVPD, the OMol25 dataset).

Geometry (Å):
Al  0.96980  0.95631  1.04828
O  0.80122  2.38485  0.09432
N  0.00952  3.38685  0.53449
C  -0.15617  4.48668  -0.26056
C  -0.90265  5.54184  0.16462
C  -1.50260  5.49629  1.43540
C  -1.32007  4.35695  2.22372
C  -0.57102  3.29580  1.78094
S  -0.33433  1.84425  2.70518
H  0.35039  4.42460  -1.20885
H  -1.02253  6.40637  -0.47001
H  -2.08752  6.31965  1.80348
H  -1.76337  4.28471  3.20158
C  4.10144  0.14565  2.17339
C  2.77211  0.49579  1.59303
O  2.39151  -0.18696  0.51831
H  4.34325  -0.90536  2.00705
H  4.12694  0.37049  3.23783
H  4.87345  0.74897  1.68662
C  -2.89475  1.35402  0.34900
C  -3.11202  0.21709  1.34646
C  -3.12988  -1.14193  0.64110
C  -2.24957  -1.12021  -0.60503
C  -2.96285  -0.20848  -1.61578
C  -3.57972  1.04300  -0.97090
P  -0.40080  -0.82642  -0.25397
C  0.14671  -0.80280  -2.05832
C  0.06927  0.65287  -2.58035
C  1.45001  1.27110  -2.76496
C  2.23561  0.53133  -3.84722
C  1.95801  -0.97521  -3.77389
C  1.52132  -1.39416  -2.37072
C  -0.07756  -2.50602  0.55386
C  -0.31822  -2.37628  2.07417
C  0.98897  -2.28427  2.84890
C  1.78342  -3.58685  2.74550
C  1.60323  -4.20557  1.35541
C  1.29557  -3.14120  0.30053
H  -1.82400  1.47311  0.15932
H  -3.25689  2.29556  0.76425
H  -4.05179  0.36288  1.88119
H  -2.31019  0.24619  2.08777
H  -4.14693  -1.36679  0.30627
H  -2.83922  -1.93586  1.32627
H  -2.23889  -2.12488  -1.04773
H  -3.76541  -0.80400  -2.05880
H  -2.30919  0.07903  -2.43321
H  -4.64438  0.88773  -0.78518
H  -3.48896  1.89668  -1.64445
H  -0.60059  -1.40924  -2.58768
H  -0.48639  1.28062  -1.88109
H  -0.45310  0.67573  -3.54147
H  1.97910  1.23223  -1.81123
H  1.35210  2.32288  -3.04071
H  3.30072  0.73328  -3.71679
H  1.94965  0.90643  -4.83465
H  2.84717  -1.53738  -4.06139
H  1.16794  -1.23868  -4.48161
H  2.25858  -1.06440  -1.64221
H  1.46425  -2.48082  -2.33744
H  -0.83231  -3.18891  0.14519
H  -0.88139  -3.24367  2.42898
H  -0.90231  -1.48022  2.29786
H  0.78784  -2.06211  3.89685
H  1.56471  -1.44872  2.44910
H  1.44961  -4.30050  3.50503
H  2.83880  -3.38161  2.93874
H  0.78200  -4.92578  1.37611
H  2.50693  -4.74863  1.07081
H  1.30100  -3.62123  -0.67821
H  2.07545  -2.38270  0.30755

Results
**HOMO energy (spin up / spin down)**: -3.889 / -6.479 eV
**LUMO (spin up / spin down)**: -0.015 / -0.011 Eh
**Spin multiplicity**: 2
**Net charge**: 0

Löwdin population analysis, charges in e, atoms 1 to 4: atom 1 (Al): -0.15, atom 2 (O): -0.10, atom 3 (N): -0.10, atom 4 (C): 0.01

(2)
# C25H40ClN4SeSrTe

A structure of composition C25H40ClN4SeSrTe in a non-equilibrium geometry (ωB97M-V/def2-TZVPD, the OMol25 dataset).

Geometry (Å):
Sr  -0.65815  1.03055  -0.34058
N  -4.83543  2.42760  0.56821
C  -4.28606  3.50913  1.46988
C  -3.08005  2.98293  2.21902
N  -3.46099  1.78320  2.93057
C  -3.80068  0.70700  2.02597
C  -5.04865  1.10378  1.26355
H  -4.18916  2.29128  -0.21765
H  -5.71423  2.73958  0.15131
H  -5.08219  3.77616  2.16180
H  -4.04729  4.36023  0.83415
H  -2.75196  3.74985  2.91954
H  -2.22432  2.82105  1.52753
H  -2.77885  1.51034  3.62507
H  -4.02742  -0.20025  2.58561
H  -2.95613  0.43789  1.35270
H  -5.87166  1.25043  1.96036
H  -5.33210  0.38338  0.49921
Se  0.98567  1.04924  -2.63572
C  2.61158  0.24424  -3.21897
C  2.94762  -1.04646  -2.82367
C  4.14402  -1.61412  -3.23784
C  5.01976  -0.89044  -4.03411
C  4.69137  0.40432  -4.41193
C  3.49235  0.97360  -4.00841
H  2.27979  -1.60025  -2.17524
H  4.39326  -2.62198  -2.93081
H  5.95453  -1.33050  -4.35480
H  5.37690  0.98191  -5.01862
H  3.23853  1.98316  -4.30277
C  -1.15116  -2.01042  -2.04355
C  -1.66799  -3.35194  -2.61388
N  -2.91392  -3.73247  -1.95007
C  -2.65381  -3.95006  -0.52867
C  -2.00830  -2.68824  0.10180
N  -1.99199  -1.58732  -0.88314
C  -3.36451  -1.38322  -1.38135
C  -3.87896  -2.65579  -2.11022
H  -1.18803  -1.20779  -2.78071
H  -0.11851  -2.08866  -1.70475
H  -0.94286  -4.15173  -2.46215
H  -1.84979  -3.27366  -3.68579
H  -1.99872  -4.81471  -0.42385
H  -3.59947  -4.19557  -0.04225
H  -0.97991  -2.86367  0.41582
H  -2.56616  -2.35732  0.98353
H  -3.37695  -0.51290  -2.04860
H  -4.00062  -1.16784  -0.51414
H  -4.01679  -2.47046  -3.17586
H  -4.83899  -2.97492  -1.70076
Cl  5.04034  -1.94092  2.43122
C  4.88901  -0.21674  2.20060
C  5.43692  0.37873  1.09184
C  5.18691  1.73603  0.80716
C  4.80212  2.55233  1.92403
C  4.44451  1.99754  3.10610
C  4.27902  0.55619  3.28046
C  3.53482  0.03912  4.28869
H  5.94523  -0.24762  0.36819
H  5.58138  2.18690  -0.09161
H  4.81327  3.63305  1.83028
H  4.19641  2.60638  3.96783
H  3.12381  0.70091  5.04088
H  3.49328  -1.02323  4.48048
C  1.10762  2.43977  1.10169
Te  2.60883  0.73003  0.63414
C  0.80041  -0.73365  1.02134
H  0.38484  1.91859  1.72951
H  0.80418  2.94163  0.17022
H  1.70545  3.12021  1.69813
H  1.41363  -1.60690  1.24318
H  0.43898  -0.95428  0.00827
H  0.08643  -0.57226  1.83258

Results
**HOMO energy**: -7.031 eV
**LUMO**: -0.173 Eh
**Spin multiplicity**: 1
**Net charge**: +1

Löwdin population analysis, charges in e, atoms 1 to 4: atom 1 (Sr): 0.96, atom 2 (N): 0.07, atom 3 (C): -0.08, atom 4 (C): -0.19

(3)
# C25H40LaN3O5P2

A structure of composition C25H40LaN3O5P2 in a non-equilibrium geometry (ωB97M-V/def2-TZVPD, the OMol25 dataset).

Geometry (Å):
C  0.01349  3.72473  -2.80989
C  -0.17339  2.38999  -2.36517
N  0.71892  1.83183  -1.44788
C  1.73641  2.60075  -0.99560
C  1.92423  3.92043  -1.39777
C  1.06099  4.48242  -2.33641
C  -1.28322  1.67789  -2.87755
P  -1.78963  0.01770  -2.47419
La  0.34750  -0.57648  -0.49753
P  3.15455  0.24746  -0.12457
C  2.73913  2.04861  0.01961
C  -0.84746  -3.06798  -1.04449
C  -1.39223  -4.17966  -0.17308
C  -0.55036  -5.03858  0.47309
C  0.85264  -4.98444  0.29200
C  1.41361  -4.05862  -0.59710
C  0.61711  -3.19390  -1.33441
O  -1.39907  0.86681  -6.98524
O  2.53873  -0.33014  -3.53778
H  -0.71321  4.10616  -3.52745
H  2.76115  4.48668  -0.98621
H  1.20808  5.49981  -2.68949
C  -3.39719  0.30538  -1.61884
C  -2.28236  -0.69973  -4.08863
H  3.68528  2.60046  -0.10686
H  2.38413  2.22585  1.05313
H  -1.54088  0.30360  -7.73471
H  -1.84403  2.21354  -3.66155
C  3.89013  -0.02512  1.52012
C  4.61308  0.35595  -1.21228
H  -2.47581  -4.23941  -0.04275
H  -0.94711  -5.79613  1.15574
H  1.49970  -5.67249  0.84182
H  2.50277  -4.02628  -0.71853
H  1.03338  -2.62693  -2.18503
H  -1.14666  -2.06964  -0.61214
H  3.07050  -0.84037  -4.17674
H  2.54914  0.55784  -3.87687
H  -0.43879  1.03167  -6.96202
H  -1.46662  -2.86021  -1.90986
H  -4.00422  1.00149  -2.21289
H  -3.92977  -0.64721  -1.49916
H  -3.20726  0.73410  -0.62458
H  -3.37686  -0.68101  -4.19914
H  -1.82406  -0.15278  -4.92732
H  -1.94138  -1.74585  -4.10757
H  5.51879  0.10472  -0.64829
H  4.47098  -0.35529  -2.03307
H  4.70131  1.36552  -1.63256
H  4.98168  -0.07290  1.42789
H  3.61251  0.79091  2.19931
H  3.50750  -0.96808  1.93432
C  -3.49440  0.79786  4.73844
C  -2.87440  0.28939  3.44833
C  -1.34129  0.07903  3.52077
C  -0.59733  1.32131  4.08532
C  -0.91039  2.61445  3.34781
C  -0.99514  -1.12298  4.41274
O  -1.65437  -1.48766  5.37958
N  0.19336  -1.78444  4.11273
C  0.81076  -1.82991  2.86763
O  1.81991  -2.47974  2.64180
N  0.17925  -1.07301  1.89117
C  -0.82046  -0.22242  2.12433
O  -1.26703  0.38714  1.07590
H  -3.20146  0.14690  5.56865
H  -4.58484  0.77711  4.65176
H  -3.18853  1.82677  4.95787
H  -3.32435  -0.67760  3.17691
H  -3.09509  0.97998  2.62193
H  -0.85329  1.40978  5.15247
H  0.48189  1.11026  4.03515
H  -1.79762  3.10898  3.76185
H  -0.06476  3.30280  3.45507
H  -1.07521  2.42588  2.27936
H  0.51892  -2.48291  4.76862

Results
**HOMO energy**: -5.594 eV
**LUMO**: -0.004 Eh
**Spin multiplicity**: 1
**Net charge**: 0

Löwdin population analysis, charges in e, atoms 1 to 4: atom 1 (C): -0.06, atom 2 (C): -0.38, atom 3 (N): -0.06, atom 4 (C): -0.37